No. 1
15
Properties=species:S:1:pos:R:3:forces:R:3:lowdin_charge:R:1 method="wB97M-V/def2-TZVPD" charge=0 smiles="C[C@@H]1C(O)=C[C@@H]1O" e_lumo_ev=0.860
C 0.201522 1.755450 0.019732 0.2844 -0.0826 0.2331 -0.0658
C 0.054054 0.408304 -0.637612 1.8154 -1.5259 0.4390 -0.1791
C -1.090763 -0.442228 -0.299571 -0.2513 -1.2159 0.8920 -0.3369
O -2.378022 -0.028502 -0.226709 0.2003 0.0026 -0.3982 0.0832
C -0.460531 -1.589026 0.046630 -0.9483 0.2494 -0.1063 -0.0066
C 0.903909 -1.048513 0.024401 -0.5549 2.5551 -1.3693 -0.2716
O 1.463945 -0.727917 1.260274 0.0813 -0.2233 0.4760 -0.0252
H -0.301401 1.780274 0.985771 -0.0711 0.0054 -0.0252 0.0844
H -0.198847 2.548438 -0.610727 -0.0617 0.0368 0.0182 0.0762
H 1.252766 1.986418 0.213944 0.0163 0.0046 -0.1126 0.0730
H 0.348523 0.388427 -1.683658 -0.3219 0.2056 -0.2142 0.1271
H -2.900663 -0.685620 0.248090 0.0670 -0.0262 -0.0870 0.1167
H -0.796083 -2.602983 0.188822 -0.1548 -0.0885 0.2605 0.1000
H 1.633297 -1.525882 -0.642881 -0.0281 0.1941 0.0191 0.1311
H 2.268295 -0.216640 1.113495 -0.0727 -0.0910 -0.0252 0.0934

=====

No. 2
15
Properties=species:S:1:pos:R:3:forces:R:3:lowdin_charge:R:1 method="wB97M-V/def2-TZVPD" charge=0 e_lumo_ev="-1.251 / -1.255"
C -2.166663 -0.157043 -0.882493 -0.0600 0.0253 -0.0688 -0.0963
C -1.075257 -0.375986 0.153488 0.0649 0.1078 -0.0466 -0.2223
C 0.144552 0.415311 0.015996 -0.0316 -0.2063 0.1587 0.0734
C 1.207579 0.176292 0.955143 -0.2370 0.1846 -0.2885 -0.6092
O 1.158055 -0.715454 1.862643 -0.0040 -0.0151 0.0693 -0.1071
C 2.532725 0.099572 -0.002527 0.3169 0.4268 -0.4706 -0.1384
O 2.861061 0.886307 -0.837080 -0.1802 -0.4330 0.4625 0.0785
H -2.520681 0.878564 -0.872283 0.0438 -0.1282 0.0051 0.0775
H -3.025365 -0.804562 -0.688872 0.1109 0.0752 -0.0136 0.0747
H -1.802253 -0.378649 -1.890454 -0.0465 0.0284 0.1253 0.0781
H -0.718377 -1.421951 0.209619 -0.0121 0.0945 0.0152 0.1497
H -1.415546 -0.230960 1.194509 0.0485 -0.0211 -0.0937 0.1493
H 0.287082 1.152225 -0.776672 0.0135 -0.1252 0.1453 0.1385
H 1.425131 1.265743 1.242397 0.0281 -0.0583 0.0234 0.2110
H 3.107958 -0.789414 0.316592 -0.0553 0.0444 -0.0229 0.1427

=====

Energy above the lowest of the compared OMol25 structures with the same formula, charge and spin values, unit kcal per mole, following the record order: 54.2, 93.3.